[1]
Here is an isolated molecule of C6H8FNS at a distorted geometry from OMol25. Energies are from ωB97M-V/def2-TZVPD.

The geometry in ORCA input format:
```
! wB97M-V def2-TZVPD RIJCOSX def2/J DEFGRID3
* xyz 0 1
C 0.55570 -0.06544 1.34155
C 1.08486 -0.83948 0.39235
C -0.00163 1.13819 0.87080
C 0.07867 1.40939 -0.43736
C -0.97703 1.84187 1.72070
C -0.16969 -1.93645 -2.09781
N 1.45070 -0.39872 -0.81140
F 0.03488 2.59515 -1.00039
S 1.42477 -1.22631 -2.20121
H 0.50973 -0.47875 2.32137
H 1.42251 -1.82920 0.69860
H -0.87456 1.48869 2.65950
H -0.87737 2.89859 1.63780
H -1.96287 1.72834 1.30221
H -0.86290 -1.13906 -2.57437
H -0.47437 -2.24165 -1.12770
H -0.36139 -2.94514 -2.69465
*
```

Output
Gap between HOMO and LUMO, hartree: 0.286
HOMO level, eV: -8.0
Energy above the lowest of the compared OMol25 structures with the same formula, charge and spin, kcal per mole: 0.0

Atom charges from the Mulliken analysis, given in e for atoms 1 to 2: number 1, C, carries -0.808; number 2, C, carries -0.140



[2]
Here is a structure of composition C20H25IMgN4O3 at a distorted geometry from OMol25. Energies are from ωB97M-V/def2-TZVPD.

The geometry in ORCA input format:
```
! wB97M-V def2-TZVPD RIJCOSX def2/J DEFGRID3
* xyz 0 1
C 2.10675 -0.05929 -2.66974
C -1.95827 0.34882 -2.93321
H 2.93672 0.61742 -2.46353
H 2.09137 -0.16562 -3.77956
H 2.36046 -1.04886 -2.28205
H -2.40935 1.34585 -2.92947
H -1.75753 0.12692 -4.00000
H -2.64191 -0.41361 -2.55010
C 1.90216 2.60163 -0.85285
C 2.35325 3.78257 -0.24844
C 1.40279 4.67363 0.24472
C 0.06212 4.31331 0.15875
H 2.62209 1.81989 -1.09207
H 3.42397 3.94955 -0.18346
H 1.68905 5.60883 0.72260
H -0.72322 4.90910 0.61254
N 0.62048 2.35490 -1.11618
C -0.30068 3.10354 -0.46735
C -1.65005 2.53263 -0.26630
N -1.82043 1.24588 -0.57514
C -2.96108 0.62295 -0.31805
C -3.93002 2.62859 0.56410
C -4.06235 1.27734 0.24298
H -3.04685 -0.41669 -0.63802
H -4.98039 0.71040 0.38512
C -2.71248 3.26305 0.31991
H -2.53759 4.30389 0.57046
H -4.75672 3.18363 1.00399
Mg 0.03544 0.19568 -2.29203
I 4.74565 -0.45168 -1.02624
C 2.77034 -2.06601 1.80351
C 1.76326 -3.02135 1.20547
C 0.30952 -2.50348 1.11753
C -0.62838 -3.67673 0.76919
C -0.23443 -4.49946 -0.43300
C -0.13617 -1.99521 2.50604
O -0.45252 -2.72187 3.44344
N -0.13593 -0.62939 2.66996
C 0.13364 0.37084 1.71679
O 0.16414 1.53183 2.10556
N 0.30441 -0.06543 0.43645
C 0.19110 -1.32549 0.08393
O 0.00381 -1.57750 -1.16558
H 3.14285 -1.35604 1.04793
H 3.63732 -2.64050 2.14922
H 2.34844 -1.52320 2.65533
H 2.07346 -3.32684 0.19968
H 1.72009 -3.93632 1.81494
H -0.64652 -4.33053 1.65385
H -1.64547 -3.27607 0.65582
H 0.63929 -5.11680 -0.20574
H -1.06509 -5.16233 -0.68393
H -0.01881 -3.84817 -1.28277
H -0.34175 -0.26821 3.59500
*
```

Output
Gap between HOMO and LUMO (alpha / beta), hartree: 0.185 / 0.226
HOMO level (alpha / beta), eV: -8.2 / -8.5

Atom charges from the Mulliken analysis, given in e for atoms 1 to 2: number 1, C, carries -1.546; number 2, C, carries -1.139



[3]
Here is an isolated molecule of C19H28N4O3S2 from OMol25. Energies are from ωB97M-V/def2-TZVPD.

The geometry in ORCA input format:
```
! wB97M-V def2-TZVPD RIJCOSX def2/J DEFGRID3
* xyz 0 1
C -5.74489 -0.99039 0.84329
C -5.05847 0.36589 0.95009
C -4.82613 1.02794 -0.40839
C -3.73731 0.34558 -1.24283
N -2.44260 0.45980 -0.62872
C -1.76028 -0.51078 0.04438
S -2.31823 -2.14566 0.17831
C -0.69158 -2.87617 0.52984
C 0.25560 -2.39320 -0.56947
O -0.14397 -2.36675 -1.72039
N 1.50200 -2.01984 -0.23184
C 2.09052 -1.95942 1.08573
C 3.47604 -2.60915 1.07737
C 4.38903 -1.94526 0.04711
C 5.76192 -2.60873 0.01748
C 3.70280 -2.02184 -1.31612
C 2.32228 -1.37992 -1.24655
N -0.60835 -0.11995 0.52379
C -0.48536 1.18501 0.13896
C 0.55174 2.08650 0.33599
C 0.39252 3.33985 -0.20784
S 1.69366 4.52315 0.03523
N 1.18761 5.27176 1.46312
O 1.66374 5.51193 -1.00353
O 2.92338 3.83643 0.31381
C -0.73461 3.72870 -0.92122
C -1.77839 2.84584 -1.12434
C -1.64181 1.57340 -0.58961
H -5.11173 -1.71198 0.33419
H -6.68251 -0.90028 0.29908
H -5.96085 -1.37794 1.83554
H -5.68067 1.03146 1.55226
H -4.10405 0.25174 1.46841
H -5.75446 1.01496 -0.98205
H -4.54008 2.07076 -0.25272
H -3.95477 -0.71780 -1.36442
H -3.68789 0.80883 -2.23312
H -0.41898 -2.57322 1.53497
H -0.82635 -3.95595 0.46925
H 1.46642 -2.47213 1.81413
H 2.17479 -0.90650 1.38223
H 3.90965 -2.52983 2.07566
H 3.37265 -3.66952 0.83537
H 4.51313 -0.89044 0.31654
H 5.67241 -3.65944 -0.25037
H 6.40291 -2.12219 -0.71355
H 6.24028 -2.54233 0.99190
H 4.29762 -1.50649 -2.07108
H 3.60280 -3.06718 -1.61613
H 1.79958 -1.47295 -2.19934
H 2.41690 -0.31556 -0.99704
H 1.45319 1.83404 0.86751
H 1.03351 6.25733 1.32502
H 1.83631 5.10618 2.21537
H -0.75822 4.72780 -1.32405
H -2.65245 3.13390 -1.68725
*
```

Output
Gap between HOMO and LUMO, hartree: 0.328
HOMO level, eV: -8.3
Energy above the lowest of the compared OMol25 structures with the same formula, charge and spin, kcal per mole: 3.2
Structure (SMILES): CCCCn1c(SCC(=O)N2CCC(C)CC2)nc2cc(S(N)(=O)=O)ccc21

Atom charges from the Mulliken analysis, given in e for atoms 1 to 2: number 1, C, carries -1.178; number 2, C, carries -0.255



[4]
Here is a cluster of 13 separate species, C33H84BrF15N7O22S5 in total at a distorted geometry from OMol25. Energies are from ωB97M-V/def2-TZVPD.

The geometry in ORCA input format:
```
! wB97M-V def2-TZVPD RIJCOSX def2/J DEFGRID3
* xyz 0 2
C 6.54120 1.32407 -0.30780
C 7.24896 2.58836 -0.32114
C 6.27412 3.80794 -0.06722
O 7.06099 4.95778 -0.05700
C 6.38445 6.13446 0.34515
N 8.42464 2.47400 0.69086
H 8.03325 2.58393 1.61544
H 8.99199 1.64446 0.59046
H 8.94301 3.33663 0.60571
H 7.05290 0.45352 -0.71815
H 5.61781 1.26232 -0.88367
H 6.12865 1.25855 0.69898
H 7.71825 2.67995 -1.30068
H 5.79661 3.61432 0.89330
H 5.46741 3.97379 -0.78125
H 5.43012 6.31549 -0.14939
H 7.05034 6.97817 0.16389
H 6.01389 6.09674 1.36953
C 2.31318 6.69966 3.74032
C 1.40451 5.65088 4.36563
C 0.98852 4.58858 3.31913
O 0.20742 3.60127 3.93467
C -0.39202 2.74094 3.00389
N 2.20227 5.07619 5.50473
H 1.84195 4.16899 5.76406
H 3.15748 4.86851 5.25067
H 2.27882 5.58968 6.37109
H 3.26062 6.32440 3.35346
H 2.54416 7.54688 4.38604
H 1.80443 7.20927 2.92205
H 0.53877 6.05624 4.88934
H 1.87765 4.09474 2.92711
H 0.38513 5.06006 2.54344
H -1.40735 3.04676 2.75157
H -0.54882 1.79076 3.51447
H 0.11942 2.61106 2.05014
C 0.02033 -1.02721 3.76901
C -0.53725 -2.30324 4.48066
C -2.01749 -2.10142 4.93513
O -2.28172 -3.24855 5.77032
C -3.54553 -3.08870 6.49009
N -0.35610 -3.43306 3.45657
H -0.81540 -4.29139 3.72563
H -0.68147 -3.20329 2.52843
H 0.62522 -3.66602 3.40320
H 1.01087 -1.20242 3.34922
H 0.00771 -0.23001 4.51226
H -0.59624 -0.80334 2.89848
H 0.16152 -2.56956 5.27368
H -2.66053 -2.14839 4.05627
H -2.22241 -1.12003 5.36289
H -4.05400 -4.00549 6.78851
H -4.22033 -2.49333 5.87505
H -3.34087 -2.41782 7.32442
C 2.44736 0.95312 -1.12763
C 1.24838 0.49497 -0.25729
C -0.16952 0.72500 -0.86952
O -1.08370 0.20633 0.03434
C -2.42321 0.26851 -0.44449
N 1.50083 -1.00863 0.00908
H 2.21060 -1.33312 -0.63203
H 1.95087 -1.17666 0.89751
H 0.77223 -1.70784 -0.01002
H 2.37954 2.00167 -1.41753
H 2.51295 0.47884 -2.10685
H 3.44876 0.73794 -0.75483
H 1.36878 1.06315 0.66508
H -0.25587 0.25081 -1.84717
H -0.35228 1.77362 -1.10426
H -3.15840 0.16223 0.35319
H -2.57370 -0.56024 -1.13631
H -2.68247 1.19124 -0.96358
C -1.90342 -1.22104 -8.35510
C -1.02419 -0.46992 -7.29141
C 0.07243 -1.41297 -6.86388
O 1.00844 -0.73126 -6.02296
C 0.70885 -0.66086 -4.59371
N -0.60259 0.75983 -8.11517
H -0.19379 0.49223 -8.99912
H -1.38648 1.37537 -8.27862
H 0.10446 1.27327 -7.60865
H -1.30033 -1.80522 -9.05019
H -2.68693 -0.59590 -8.78337
H -2.51717 -1.88571 -7.74714
H -1.71295 0.00187 -6.59061
H 0.49272 -1.85932 -7.76511
H -0.29827 -2.25135 -6.27415
H 0.38169 -1.57468 -4.09772
H -0.19373 -0.10139 -4.34789
H 1.56914 -0.24553 -4.06883
C -9.20843 -2.90953 3.44434
C -8.38696 -1.56364 3.61829
C -6.81513 -1.72362 3.39837
O -6.50892 -2.36990 2.15231
C -5.18052 -2.12769 1.74049
N -9.00224 -0.50177 2.73364
H -10.00455 -0.41217 2.82004
H -8.59555 0.42269 2.74223
H -8.85009 -0.79953 1.78059
H -10.28736 -2.75673 3.47024
H -8.99096 -3.63227 4.23077
H -9.04244 -3.35861 2.46511
H -8.63101 -1.26146 4.63674
H -6.37470 -2.31413 4.20174
H -6.34859 -0.73887 3.42494
H -4.84578 -1.09775 1.86413
H -5.08823 -2.42846 0.69688
H -4.47763 -2.72915 2.31693
C -0.88921 -5.15621 -4.90439
C -2.19831 -4.90264 -4.15973
C -2.20342 -3.48816 -3.63453
O -2.61702 -2.56187 -4.72503
C -3.16783 -1.32642 -4.32325
N -3.41731 -5.28466 -5.05685
H -4.22438 -4.69288 -4.92068
H -3.20206 -4.96134 -5.98917
H -3.68439 -6.25467 -5.14549
H -0.81430 -4.48470 -5.75970
H -0.84270 -6.13017 -5.39156
H -0.04921 -5.15326 -4.20978
H -2.25842 -5.55986 -3.29222
H -1.27245 -3.18529 -3.15530
H -2.87139 -3.57401 -2.77747
H -2.46771 -0.60020 -3.91028
H -3.88476 -1.48843 -3.51835
H -3.60649 -0.83631 -5.19242
C 3.75282 1.04442 2.42802
F 4.34517 0.06097 1.76958
F 3.34968 2.00400 1.59651
F 2.67660 0.61944 3.15737
S 5.05491 1.79984 3.64684
O 6.20733 2.15626 2.81019
O 4.43911 2.97989 4.28162
O 5.36098 0.76527 4.63604
C 1.15481 3.30665 -3.98241
F 1.97348 2.29287 -3.89592
F 0.57182 3.40031 -2.79781
F 1.84465 4.38293 -4.17071
S -0.14679 3.01869 -5.42613
O -1.06771 1.93405 -5.11626
O -0.81731 4.27464 -5.66047
O 0.75857 2.52564 -6.49780
C 5.89632 -2.76852 -2.78739
F 5.59749 -3.91186 -3.37335
F 6.03752 -3.14135 -1.47338
F 7.03324 -2.35027 -3.46750
S 4.41424 -1.56783 -2.99376
O 3.69360 -1.86729 -4.24146
O 3.54481 -1.77144 -1.81933
O 4.99150 -0.20224 -2.93710
C -5.19156 2.49568 1.98308
F -4.68810 1.31389 2.50228
F -4.10375 3.32696 2.02825
F -5.58411 2.32304 0.73347
S -6.63039 3.20982 3.03733
O -7.57387 2.08836 3.25760
O -6.05534 3.56362 4.31910
O -7.21489 4.25566 2.19733
C 3.73768 -5.16424 2.57805
F 4.30923 -5.06121 1.37023
F 2.60800 -5.81306 2.59218
F 4.52500 -5.77035 3.45855
S 3.38883 -3.32453 3.21361
O 4.70130 -2.79579 3.62500
O 2.74557 -2.52926 2.15409
O 2.48941 -3.64715 4.32677
Br -0.72948 -3.97728 -0.14657
*
```

Output
Gap between HOMO and LUMO (alpha / beta), hartree: 0.077 / 0.250
HOMO level (alpha / beta), eV: -3.0 / -7.7
Expectation value of S²: 0.750

Atom charges from the Mulliken analysis, given in e for atoms 1 to 2: number 1, C, carries -0.875; number 2, C, carries 0.141



[5]
Here is the ion CH2BrN2 with charge +1 at a distorted geometry from OMol25. Energies are from ωB97M-V/def2-TZVPD.

The geometry in ORCA input format:
```
! wB97M-V def2-TZVPD RIJCOSX def2/J DEFGRID3
* xyz 1 1
Br -1.63931 1.18199 -1.71466
C -0.78357 -0.15094 -0.57110
N 0.46700 -0.87125 -1.04395
N 0.61959 0.06924 -0.29382
H -1.58799 -0.45789 0.06926
H 1.32113 0.80004 -0.29125
*
```

Output
Gap between HOMO and LUMO, hartree: 0.308
HOMO level, eV: -16.2
Energy above the lowest of the compared OMol25 structures with the same formula, charge and spin, kcal per mole: 23.4
Structure (SMILES): Br[C@H]1N=[NH+]1

Atom charges from the Mulliken analysis, given in e for atoms 1 to 2: number 1, Br, carries 0.076; number 2, C, carries 0.035



[6]
Here is an isolated molecule of C5H9N3 at a distorted geometry from OMol25. Energies are from ωB97M-V/def2-TZVPD.

The geometry in ORCA input format:
```
! wB97M-V def2-TZVPD RIJCOSX def2/J DEFGRID3
* xyz 0 1
C 2.35062 0.25391 -0.40434
C 1.27808 -0.24466 0.52891
C -0.00800 -0.73523 -0.25091
N -1.30692 -1.32251 0.09544
C -2.33029 -0.22121 -0.15262
N -2.08898 1.02123 -0.19038
N -0.75435 1.52822 -0.06636
C -0.10384 0.43438 0.66805
H 1.92596 0.41661 -1.40631
H 2.88855 1.13493 0.01174
H 3.00740 -0.57805 -0.52890
H 1.67096 -0.68531 1.38755
H 0.13616 -0.44961 -1.27197
H -1.69893 -2.25460 -0.34641
H -3.37873 -0.61573 -0.09876
H -0.95164 2.36962 0.53010
H -0.63606 -0.05198 1.49519
*
```

Output
Gap between HOMO and LUMO, hartree: 0.348
HOMO level, eV: -8.4
Energy above the lowest of the compared OMol25 structures with the same formula, charge and spin, kcal per mole: 107.2
Structure (SMILES): C[C@@H]1[C@H]2NC=NN[C@H]12

Atom charges from the Mulliken analysis, given in e for atoms 1 to 2: number 1, C, carries -1.289; number 2, C, carries -0.321



no.,DFT total energy (eV)
1,-21389.152
2,-46792.681
3,-53932.191
4,-256030.117
5,-74080.034
6,-9796.818